No. 1
{"formula": "C13H19Cl2RhSTe", "method": "ωB97M-V/def2-TZVPD", "e_tot_ha": -2203.7315, "charge": 0, "s_squared": 6.011, "spin_multiplicity": 5, "gap_ha": [0.25827, 0.26874], "species": ["Rh", "Cl", "C", "C", "C", "C", "C", "Cl", "C", "S", "H", "H", "H", "C", "C", "C", "C", "C", "H", "H", "H", "H", "H", "H", "H", "H", "H", "H", "C", "Te", "C", "H", "H", "H", "H", "H", "H"], "positions_angstrom": [[-1.297, -14.981, 4.838], [-1.759, -12.407, 4.136], [-2.129, -12.565, 2.453], [-2.106, -11.406, 1.657], [-2.446, -11.540, 0.306], [-2.891, -12.729, -0.210], [-2.900, -13.819, 0.644], [-3.475, -15.373, 0.029], [-2.501, -13.793, 1.995], [-2.578, -15.313, 2.913], [-1.838, -10.449, 2.087], [-2.455, -10.668, -0.308], [-3.200, -12.922, -1.229], [-2.293, -14.371, 9.194], [-1.436, -14.654, 7.922], [-0.565, -13.395, 7.642], [-0.462, -15.851, 8.165], [-2.205, -14.938, 6.698], [-1.672, -14.237, 10.068], [-2.950, -15.243, 9.451], [-2.854, -13.446, 9.085], [-0.037, -13.099, 8.582], [-1.196, -12.519, 7.307], [0.199, -13.602, 6.889], [0.244, -15.628, 8.962], [0.094, -16.124, 7.230], [-0.981, -16.753, 8.526], [-3.122, -15.479, 6.807], [2.538, -14.739, 5.748], [1.440, -14.769, 3.898], [1.822, -12.650, 3.489], [2.298, -13.880, 6.314], [3.601, -14.758, 5.510], [2.358, -15.677, 6.276], [2.924, -12.458, 3.441], [1.346, -12.062, 4.287], [1.329, -12.378, 2.528]], "nbo_charge": [0.6344, 0.0423, -0.0717, -0.2267, -0.2084, -0.2269, -0.0086, -0.0001, -0.2211, -0.1932, 0.2315, 0.2189, 0.2374, -0.6018, -0.1776, -0.6044, -0.6000, -0.4559, 0.2027, 0.2092, 0.2128, 0.2032, 0.2134, 0.1905, 0.2018, 0.1951, 0.2131, 0.1631, -0.8593, 0.5503, -0.8600, 0.2259, 0.2268, 0.2382, 0.2324, 0.2320, 0.2405]}

---

No. 2
{"formula": "C3H8N2", "method": "ωB97M-V/def2-TZVPD", "e_tot_ha": -228.4872, "charge": -1, "s_squared": 0.753, "spin_multiplicity": 2, "gap_ha": [0.08709, 0.22852], "species": ["C", "N", "H", "H", "H", "C", "C", "N", "H", "H", "H", "H", "H"], "positions_angstrom": [[-0.547, -3.063, 2.805], [-0.484, -2.175, 1.812], [-1.453, -3.314, 3.378], [0.253, -3.781, 3.028], [-1.431, -1.934, 1.514], [-0.639, 2.341, -1.270], [0.575, 1.800, -1.242], [1.349, 1.444, -2.413], [-1.074, 2.567, -2.231], [-1.011, 2.684, -0.320], [1.090, 1.646, -0.302], [1.110, 0.514, -2.761], [2.262, 1.271, -1.997]], "nbo_charge": [-0.4862, -0.9414, 0.0802, 0.0940, 0.2751, -0.4682, -0.0061, -0.8467, 0.1932, 0.2071, 0.1770, 0.3697, 0.3523]}

---

No. 3
{"formula": "C9H22FNO5", "method": "ωB97M-V/def2-TZVPD", "e_tot_ha": -886.7283, "smiles": "COCN(F)C(=O)O.CC(C)O.CC(C)O", "charge": 0, "gap_ha": 0.38262, "species": ["C", "O", "C", "N", "F", "C", "O", "O", "H", "H", "H", "H", "H", "H", "C", "C", "C", "O", "H", "H", "H", "H", "H", "H", "H", "H", "C", "C", "C", "O", "H", "H", "H", "H", "H", "H", "H", "H"], "positions_angstrom": [[2.294, -1.477, -4.387], [1.315, -0.667, -5.131], [0.660, 0.333, -4.258], [-0.842, 0.172, -4.173], [-1.308, 0.211, -2.901], [-1.349, -1.029, -4.947], [-1.874, -0.759, -6.175], [-1.315, -2.432, -4.500], [3.389, -1.072, -4.554], [2.249, -2.573, -4.836], [2.090, -1.565, -3.237], [0.870, 1.406, -4.737], [1.126, 0.391, -3.170], [-1.668, -2.545, -3.569], [-3.275, -0.643, 1.460], [-1.903, 0.013, 1.431], [-2.008, 1.523, 1.573], [-1.255, -0.303, 0.202], [-3.896, -0.288, 0.631], [-3.185, -1.728, 1.345], [-3.793, -0.432, 2.401], [-1.285, -0.391, 2.241], [-2.584, 1.955, 0.747], [-1.014, 1.982, 1.538], [-2.488, 1.799, 2.517], [-1.796, 0.052, -0.522], [1.979, 1.131, 4.977], [1.498, 1.003, 3.540], [1.783, -0.381, 2.981], [2.150, 1.982, 2.735], [3.063, 0.978, 5.042], [1.779, 2.136, 5.362], [1.484, 0.401, 5.625], [0.422, 1.204, 3.494], [2.859, -0.588, 2.975], [1.442, -0.455, 1.943], [1.282, -1.156, 3.570], [3.105, 1.811, 2.770]], "nbo_charge": [-0.2823, -0.5461, 0.0430, -0.1091, -0.2319, 0.8336, -0.5093, -0.7009, 0.1914, 0.2097, 0.1883, 0.2067, 0.2053, 0.5024, -0.6293, 0.0932, -0.6357, -0.7251, 0.1989, 0.2158, 0.2108, 0.1732, 0.2010, 0.2248, 0.2096, 0.4619, -0.6291, 0.0929, -0.6358, -0.7190, 0.1975, 0.2183, 0.2094, 0.1744, 0.1976, 0.2265, 0.2087, 0.4586]}

---

No. 4
{"formula": "C7H12N", "method": "ωB97M-V/def2-TZVPD", "e_tot_ha": -328.3354, "charge": 1, "gap_ha": 0.36933, "species": ["C", "C", "C", "C", "C", "C", "C", "N", "H", "H", "H", "H", "H", "H", "H", "H", "H", "H", "H", "H"], "positions_angstrom": [[0.650, -0.286, 1.611], [0.776, 1.030, 1.375], [0.287, -1.018, 0.392], [0.582, 1.581, -0.002], [0.000, -2.463, 0.601], [-0.735, 2.434, -0.106], [-0.240, -0.603, -1.975], [0.211, -0.288, -0.648], [0.522, -0.713, 2.614], [1.085, 1.610, 2.184], [1.336, 1.663, -0.801], [0.879, -3.051, 0.775], [-0.453, -3.047, -0.182], [-0.674, -2.524, 1.409], [-0.882, 3.189, 0.689], [-1.593, 1.825, 0.159], [-0.901, 2.986, -0.987], [-0.010, -1.624, -2.352], [0.405, -0.152, -2.618], [-1.242, -0.548, -2.137]], "nbo_charge": [-0.2325, -0.1617, 0.3663, 0.1123, -0.6927, -0.6824, -0.4485, -0.2942, 0.2602, 0.2575, 0.2638, 0.2722, 0.2518, 0.2546, 0.2716, 0.2539, 0.2513, 0.2330, 0.2302, 0.2335]}